Entry from the Open Molecules 2025 dataset: 2 unconnected molecules or ions with the total composition CHClNO2S (ωB97M-V/def2-TZVPD).

Positions of all 7 atoms, in Å:
1 C 1.00986 -1.14153 -0.01431
2 N 0.25949 -2.35150 0.25443
3 S -1.32547 -2.15439 0.05846
4 Cl -3.27895 0.84507 -0.02126
5 H -0.65968 -0.11788 -0.16880
6 O 2.22960 -1.12173 0.01317
7 O 0.30506 0.00496 -0.40696

Properties
**Largest force on an atom**: 2.6 eV Å⁻¹
**Total charge**: -1
**Kohn-Sham gap (alpha / beta)**: 5.42 / 5.14 eV
**Energy above the lowest of the compared OMol25 structures with the same formula, charge and spin**: 23.01 kcal/mol

Entry from the Open Molecules 2025 dataset: a molecular structure, C5H9NOS (ωB97M-V/def2-TZVPD).

Positions of all 17 atoms, in Å:
1 H 2.65993 0.44730 -1.33922
2 H 1.77634 1.86739 -1.72780
3 C 0.67604 0.90131 -0.03362
4 H 1.45477 1.45977 2.14250
5 C -1.28406 -0.39353 -0.61287
6 C -0.50268 1.76068 0.20049
7 C 1.08319 0.35772 1.35031
8 H -2.43245 -0.32301 -0.35798
9 C 1.92668 1.19663 -0.92893
10 H 2.56496 1.56540 -0.12859
11 S -0.80963 -2.01034 -0.88589
12 H 2.25216 -0.47417 1.35168
13 H -0.94313 1.46639 1.09390
14 H -0.87478 2.73043 -0.34142
15 N -0.47410 0.62868 -0.50772
16 O -0.15941 -0.45834 1.78948
17 H -0.30478 -0.24513 2.86697

Properties
**Largest force on an atom**: 8.9 eV Å⁻¹
**Total charge**: 0
**Kohn-Sham gap**: 8.45 eV
**Energy above the lowest of the compared OMol25 structures with the same formula, charge and spin**: 168.33 kcal/mol

Entry from the Open Molecules 2025 dataset: a molecular structure, C3H5HgLiO (ωB97M-V/def2-TZVPD).

Positions of all 11 atoms, in Å:
1 Li -0.56191 1.59234 -0.40563
2 C 0.31204 -0.61584 -1.41909
3 H -0.15437 0.98685 2.41051
4 H 1.25795 -0.22011 0.92872
5 H -0.19618 -1.49929 0.84469
6 O 0.18632 0.59409 -2.06756
7 Hg 2.02128 0.12460 -3.07074
8 C -0.63989 0.42900 1.59762
9 H -1.68546 0.11347 1.73284
10 H -0.72861 -1.03728 -1.41153
11 C 0.18884 -0.46783 0.86018

Properties
**Largest force on an atom**: 2.7 eV Å⁻¹
**Total charge**: 0
**Spin multiplicity**: 3
**Kohn-Sham gap (alpha / beta)**: 6.02 / 4.96 eV
**Energy above the lowest of the compared OMol25 structures with the same formula, charge and spin**: 8.04 kcal/mol

Entry from the Open Molecules 2025 dataset: a single C4H7F molecule (ωB97M-V/def2-TZVPD).

Positions of all 12 atoms, in Å:
1 H -0.09102 1.20664 -1.85897
2 C -1.46559 0.13129 0.31104
3 H -1.87803 0.74161 -0.56693
4 C -0.04291 0.03198 -0.11414
5 H -1.98225 -0.76794 0.28385
6 H 1.69479 -1.24528 0.21301
7 F 1.62633 0.50365 -1.79520
8 H -1.69266 0.48266 1.30446
9 H 1.78423 0.14614 1.09169
10 C 0.41715 0.59812 -1.17564
11 C 1.01588 -0.61041 0.73084
12 H 0.61409 -1.21846 1.57599

Properties
**Largest force on an atom**: 3.3 eV Å⁻¹
**Structure (SMILES)**: CC(C)=CF
**Total charge**: 0
**Kohn-Sham gap**: 10.34 eV
**Energy above the lowest of the compared OMol25 structures with the same formula, charge and spin**: 15.09 kcal/mol